No. 1
Density functional theory data (ωB97M-V with the def2-TZVPD basis set) for a molecular structure, C17H26BaN5.

XYZ file:
```
49
Properties=species:S:1:pos:R:3:forces:R:3
Ba -0.0340 -0.2926 -0.2527 0.0 -0.5 -0.3
C 0.9039 1.1536 2.9154 -0.1 0.2 0.1
C 2.2797 1.0395 2.2754 0.2 0.0 0.1
N 2.2924 1.0597 0.8000 -0.2 -0.1 0.0
C 2.3669 2.3929 0.1899 0.1 0.2 0.0
C 1.0758 3.1802 0.2697 0.1 0.2 0.1
C 1.0832 4.5318 0.5891 0.0 -0.1 0.0
C -0.1273 5.1986 0.6817 0.0 0.0 0.0
C -1.3071 4.4914 0.5086 0.0 0.0 0.0
C -1.2311 3.1400 0.2023 -0.1 0.2 0.1
C -2.4741 2.2812 0.1038 -0.1 0.1 0.0
N -2.3206 1.0304 0.8612 0.2 -0.1 0.0
C -2.1679 1.2466 2.3117 -0.1 0.1 0.1
C -1.3604 0.1665 3.0202 -0.1 0.0 0.1
N 0.0181 0.0551 2.5295 0.0 0.0 -0.3
N -0.0603 2.5256 0.0442 0.0 -0.3 0.1
H 0.4378 2.0973 2.6285 0.0 0.0 0.0
H 1.0315 1.2008 4.0049 0.1 0.0 0.0
H 2.7364 0.0975 2.5900 0.0 0.0 0.0
H 2.9138 1.8405 2.6762 0.0 0.0 0.0
H 3.1160 0.5481 0.5030 0.0 0.0 0.0
H 2.6372 2.2625 -0.8622 0.0 0.0 0.0
H 3.1600 3.0004 0.6429 0.0 0.0 0.0
H 2.0164 5.0458 0.7734 0.0 0.0 0.0
H -0.1525 6.2523 0.9247 0.0 0.0 0.0
H -2.2677 4.9723 0.6311 0.0 0.0 0.0
H -2.6696 2.0255 -0.9420 0.0 0.0 0.0
H -3.3297 2.8736 0.4476 0.0 0.0 0.0
H -3.1383 0.4523 0.6954 0.0 0.0 0.0
H -3.1445 1.3262 2.8000 0.0 0.0 0.0
H -1.6852 2.2147 2.4558 0.0 0.0 0.0
H -1.8361 -0.8081 2.8902 0.0 0.0 0.0
H -1.3870 0.3912 4.0947 0.0 0.0 0.0
H 0.4056 -0.8269 2.8531 0.0 0.0 0.0
C -2.4703 -3.0374 0.2659 -0.1 0.0 0.0
C -1.1065 -3.6415 0.1600 0.0 0.1 0.0
C -0.7157 -4.9579 0.1723 -0.1 0.0 0.0
C 0.6965 -4.9592 0.0280 0.1 0.0 0.0
C 1.0793 -3.6437 -0.0649 0.0 0.1 0.0
C 2.4377 -3.0391 -0.2262 0.1 0.0 0.0
N -0.0159 -2.8194 0.0156 0.0 0.1 0.1
H -3.2449 -3.7976 0.3566 0.0 0.0 0.0
H -2.7297 -2.4424 -0.6221 0.0 0.0 0.0
H -2.5685 -2.3870 1.1464 0.0 0.0 0.0
H -1.3619 -5.8161 0.2674 0.0 0.0 0.0
H 1.3475 -5.8185 -0.0084 0.0 0.0 0.0
H 3.2159 -3.7984 -0.2873 0.0 0.0 0.0
H 2.7034 -2.3904 0.6213 0.0 0.0 0.0
H 2.5208 -2.4437 -1.1470 0.0 0.0 0.0
```
Forces are in eV/Å.

- Energy relative to the best compared isomer or geometry (same formula, charge and spin): 0.000 eV
- Energy: -26191.7212 eV
- E_HOMO: -8.9058 eV
- Total charge: +1

No. 2
Density functional theory data (ωB97M-V with the def2-TZVPD basis set) for a single C11H15N3O5S molecule in a non-equilibrium geometry.

XYZ file:
```
35
Properties=species:S:1:pos:R:3:forces:R:3
C -3.5045 0.6862 -1.6968 -0.1 -0.1 -0.1
C -2.9452 -0.6489 -1.2665 0.1 0.4 0.0
O -3.4239 -1.7183 -1.5719 -0.3 -0.3 -0.1
N -1.8452 -0.5473 -0.4721 0.3 0.1 0.4
H -1.4674 0.3687 -0.2875 0.0 0.0 -0.2
C -1.1648 -1.7104 0.0448 -0.1 -0.3 0.2
H -0.0858 -1.6042 -0.1017 -0.1 -0.1 -0.1
H -1.5252 -2.5624 -0.5389 0.2 0.1 0.1
C -1.4764 -1.9787 1.5285 0.1 -0.4 -0.6
N -1.1812 -0.8814 2.4149 0.7 0.2 0.6
S 0.3538 -0.6277 2.9596 -0.4 0.4 -0.2
O 0.2845 0.4560 3.8886 -0.1 0.2 -0.2
O 0.9094 -1.8845 3.3492 0.0 -0.2 -0.3
C 1.2673 -0.0500 1.5153 -0.1 -0.2 0.4
C 0.7584 1.0083 0.8015 0.1 0.3 -0.2
C 1.3801 1.4083 -0.3786 0.5 -1.0 0.9
C 2.5608 0.7990 -0.8232 -0.3 0.1 0.0
C 3.0628 -0.2504 -0.0525 -0.2 0.1 0.0
C 2.4191 -0.6890 1.0908 0.0 0.0 0.1
H 2.7867 -1.5241 1.6658 0.1 -0.1 0.0
H 3.9688 -0.7411 -0.3740 0.1 0.0 -0.1
C 3.2606 1.2124 -2.0716 0.2 0.1 -0.2
H 3.7158 2.1929 -1.9357 0.0 0.0 -0.1
H 4.0364 0.4966 -2.3281 0.0 -0.1 0.0
H 2.5684 1.3035 -2.9068 0.0 0.0 0.0
N 0.6943 2.4180 -1.1446 -0.3 0.1 -0.1
O -0.5161 2.4473 -1.0119 -0.4 0.2 -0.1
O 1.3260 3.1462 -1.8703 0.2 0.3 -0.1
H -0.1126 1.5375 1.1578 -0.1 0.0 -0.1
H -1.7201 -0.0426 2.2845 0.0 0.3 0.1
H -2.5350 -2.2288 1.6336 0.1 0.0 0.0
H -0.8743 -2.8176 1.8807 -0.2 -0.1 -0.1
H -4.2200 1.0232 -0.9486 -0.1 0.0 0.1
H -2.7236 1.4352 -1.7953 0.0 0.1 0.0
H -4.0318 0.5682 -2.6389 0.0 0.0 0.0
```
Forces are in eV/Å.

- Energy relative to the best compared isomer or geometry (same formula, charge and spin): 1.139 eV
- Energy: -37191.0127 eV
- E_HOMO: -9.7963 eV
- SMILES string: CC(=O)NCCNS(=O)(=O)c1ccc(C)c([N+](=O)[O-])c1

No. 3
Density functional theory data (ωB97M-V with the def2-TZVPD basis set) for 3 unconnected molecules or ions with the total composition C33H59N4O13P2S in a non-equilibrium geometry.

XYZ file:
```
112
Properties=species:S:1:pos:R:3:forces:R:3
C 1.3332 1.9382 -0.4209 1.1 0.0 -1.3
C 1.1975 0.6198 -1.4154 -1.0 0.4 -0.5
C 2.5615 0.2630 -2.2502 -0.2 -1.1 -0.3
C 0.5135 -0.6965 -0.6510 0.0 0.2 -1.5
C 1.3662 -1.2820 0.5923 1.7 0.8 -1.5
C 2.4877 -2.3348 -0.0740 -0.2 -0.7 2.0
C 0.6287 -1.8165 1.9106 3.9 1.4 1.5
O -0.6570 -2.4272 1.9095 -0.4 0.1 0.8
N -1.0861 -3.0320 0.8175 -1.9 -2.5 -5.5
C -0.3806 -4.2640 0.2114 -0.7 -1.0 -1.9
N 0.8214 -4.9417 0.8247 -3.0 2.5 -0.8
C -0.9426 -4.9750 -1.1951 -2.5 3.7 1.2
C -2.2586 -4.3538 -1.9481 3.1 1.1 3.5
C -2.7241 -5.0630 -3.3504 -6.6 -2.4 -1.5
O -3.9797 -5.5847 -3.3825 8.5 3.5 0.5
O -1.9413 -5.1620 -4.5914 -0.8 1.7 4.5
C -0.8665 -4.1606 -4.6619 1.4 1.4 -2.2
C -1.4131 -2.6254 -5.0292 1.2 2.6 3.3
N -1.1167 -1.5780 -4.1743 -0.8 -5.1 -3.2
C -2.9935 -3.0637 -1.2199 2.3 -1.4 0.8
C -4.3332 -2.4710 -1.9817 -0.3 -1.0 0.2
S -4.2050 -0.5995 -2.3489 3.7 3.6 -3.5
O -2.7703 -0.0673 -2.0743 -4.6 -2.3 0.0
O -4.6467 -0.2370 -3.7926 0.5 -2.0 5.3
C -2.3687 -2.4288 0.1966 -0.7 -1.3 -2.2
C -3.1639 -1.1569 0.9370 -1.4 2.0 1.7
C -2.4550 0.1961 1.5199 -4.1 -0.3 0.6
C -3.4415 1.3363 2.2438 -1.5 -4.5 -2.0
C -5.0352 0.9595 2.3011 2.3 -1.1 -0.8
N -5.7113 -0.2835 1.7976 6.4 0.7 -0.8
C -4.7941 -1.2783 1.1531 1.6 1.7 0.7
H 2.4992 2.1592 -0.3528 -2.5 -0.4 0.3
H 0.8761 2.8727 -1.0004 0.8 -2.0 1.6
H 0.8630 1.7749 0.6405 0.9 0.4 -2.1
H 0.3864 0.9355 -2.2331 1.7 -0.9 1.7
H 2.3469 -0.7584 -2.8291 0.4 2.1 1.2
H 2.8271 1.0466 -3.1048 -0.6 -1.5 2.2
H 3.4968 0.0252 -1.5538 -2.0 0.9 -1.5
H -0.5938 -0.3978 -0.4553 2.0 -0.6 -0.1
H 0.4841 -1.5426 -1.4929 -0.2 1.7 1.8
H 2.0625 -0.3751 0.9507 -1.7 -2.0 -0.4
H 3.5004 -1.8005 -0.3197 -2.2 -1.1 0.2
H 2.7278 -3.0998 0.8089 -0.2 1.6 -1.9
H 2.0419 -2.9779 -0.9438 1.0 1.5 1.4
H 1.3869 -2.5677 2.4518 -1.6 1.6 -1.1
H 0.5789 -0.8949 2.6735 -0.4 -2.2 -1.7
H 1.0440 -4.6105 1.7854 -0.2 -0.3 -1.2
H 1.6485 -4.9769 0.1939 -1.1 0.1 0.6
H -0.3926 -5.9095 -1.6375 -1.1 2.0 1.2
H -0.1352 -4.1506 -3.7450 -1.7 0.1 -1.5
H -0.1960 -4.4650 -5.6020 -1.6 0.4 2.1
H -2.0033 -2.3550 -6.0076 1.2 -0.9 2.0
H -0.5809 -2.0093 -3.3782 -0.5 0.5 -0.7
H -4.5185 -2.9585 -3.0501 0.8 0.9 2.3
H -5.3439 -2.6795 -1.3815 2.4 0.6 -1.2
H -5.0356 0.0117 -1.3553 0.6 -0.9 -1.1
H -1.2991 0.3558 1.4556 -2.5 -0.3 0.1
H -3.0338 2.3442 2.6904 -0.9 -2.4 -1.1
H -5.7391 1.7697 2.8251 1.6 -2.2 -1.4
H -5.2907 -2.2906 0.7601 1.0 2.6 1.2
O -2.0278 4.5214 -6.8715 -1.6 4.3 0.8
P -1.2208 5.3148 -5.8147 5.9 -7.9 0.3
O 0.2496 5.0256 -6.5211 -0.5 0.7 0.1
C 0.6154 5.8073 -7.6399 0.4 0.3 -0.3
C 1.1116 7.1719 -7.2046 0.0 0.3 0.0
O -1.1553 4.0477 -4.7298 -0.9 1.3 0.5
C -2.2527 3.1464 -4.6319 -0.1 -0.6 -0.2
C -1.9561 1.8735 -5.4065 0.1 -0.1 -0.1
O -0.3192 6.2012 -4.6339 -2.8 1.3 -2.1
C -1.0703 6.7952 -3.5857 0.0 0.4 0.9
C -1.1987 5.8614 -2.3962 -0.4 -0.4 0.2
H -0.2254 5.8979 -8.3347 0.0 -0.1 -0.1
H 1.4203 5.2760 -8.1580 -0.2 -0.1 0.1
H 0.2955 7.7609 -6.7744 0.1 0.0 -0.1
H 1.5237 7.7251 -8.0534 -0.1 0.0 0.1
H 1.8828 7.0786 -6.4330 -0.1 0.0 -0.2
H -3.1816 3.6190 -4.9622 0.1 -0.1 -0.1
H -2.3830 2.8982 -3.5732 0.1 0.1 0.0
H -1.6807 2.0812 -6.4444 -0.2 0.2 0.1
H -2.8256 1.2096 -5.4033 0.1 0.0 0.1
H -1.1097 1.3450 -4.9594 -0.2 0.0 0.1
H -2.0536 7.1079 -3.9508 0.0 0.1 0.2
H -0.5274 7.6939 -3.2769 -0.1 0.0 -0.2
H -1.9926 5.1280 -2.5665 0.2 0.0 0.1
H -1.4631 6.4147 -1.4908 0.1 0.1 -0.1
H -0.2719 5.3054 -2.2205 -0.1 0.2 -0.1
O 2.9172 -0.6629 5.2136 -4.6 0.4 1.1
P 2.6995 -0.8959 6.7288 10.0 -1.1 1.0
O 3.8908 0.1544 7.2004 -1.0 -0.1 -0.1
C 3.5991 1.5370 7.1949 0.1 0.6 0.3
C 2.7963 1.9232 8.4213 -0.2 0.1 0.2
O 3.6396 -2.2743 6.7800 -1.7 -0.3 0.0
C 3.6637 -3.1529 5.6603 0.5 -0.1 -0.2
C 4.9111 -2.9075 4.8284 0.1 0.1 -0.1
O 2.4562 -1.1562 8.4217 -2.6 1.2 -2.7
C 1.4383 -2.0806 8.7754 -0.5 -0.7 0.8
C 1.9889 -3.4884 8.9104 0.0 -0.4 -0.4
H 3.0715 1.8131 6.2766 0.1 0.0 -0.1
H 4.5551 2.0705 7.2034 -0.1 -0.2 -0.1
H 1.7957 1.4809 8.3834 0.0 0.1 0.0
H 2.6890 3.0095 8.4901 0.0 -0.1 0.0
H 3.2766 1.5550 9.3337 0.0 0.1 -0.2
H 2.7509 -3.0590 5.0659 0.1 0.1 -0.1
H 3.6868 -4.1780 6.0450 0.0 0.1 0.1
H 5.0072 -1.8582 4.5350 -0.2 -0.1 0.0
H 4.8973 -3.5220 3.9235 0.0 0.0 0.1
H 5.8070 -3.1530 5.4052 -0.1 -0.1 -0.1
H 0.6205 -2.0439 8.0490 -0.1 -0.1 0.2
H 1.0405 -1.7588 9.7428 0.0 0.1 -0.2
H 2.0911 -3.9577 7.9273 0.1 0.0 0.2
H 1.3144 -4.1182 9.4970 0.0 0.2 0.0
H 2.9793 -3.4890 9.3776 -0.2 0.1 0.0
```
Forces are in eV/Å.

- Energy: -97134.5527 eV
- E_HOMO: -11.1286 eV
- Total charge: +1

No. 4
Density functional theory data (ωB97M-V with the def2-TZVPD basis set) for a single C14H28O2 molecule.

XYZ file:
```
44
Properties=species:S:1:pos:R:3:forces:R:3
C 4.8484 -0.2707 -3.0751 0.0 -0.2 -0.1
C 4.6839 -1.7728 -2.8735 0.0 0.1 0.2
C 3.5134 -2.1293 -1.9561 0.0 0.0 -0.3
C 2.1506 -1.8457 -2.5853 0.0 -0.2 0.2
C 0.9778 -2.2986 -1.7134 0.1 0.4 0.0
C 0.7922 -1.4291 -0.4717 -0.1 -0.4 0.1
C -0.3686 -1.8748 0.4177 0.1 0.3 -0.3
C -1.7353 -1.7555 -0.2621 0.0 -0.2 0.3
C -2.9052 -1.7526 0.7330 -0.2 0.1 -0.3
C -3.4415 -0.3523 1.0393 0.3 -0.2 0.2
C -2.4215 0.5595 1.7152 -0.5 0.1 -0.1
C -2.9910 1.9504 1.9851 0.3 -0.1 0.1
C -1.9560 2.8606 2.6561 -0.2 0.0 -0.2
C -0.7466 3.0480 1.7767 0.3 -0.1 0.4
O 0.3751 2.7100 2.0432 0.2 -0.1 0.0
O -1.0529 3.6560 0.6217 -0.4 0.3 -0.5
H -0.2585 3.7566 0.0744 0.0 -0.1 0.3
H -2.3967 3.8424 2.8372 0.0 0.0 0.1
H -1.6264 2.4326 3.6030 0.1 0.1 -0.1
H -3.8656 1.8726 2.6341 0.0 0.0 0.0
H -3.3075 2.4053 1.0447 -0.1 0.0 0.0
H -2.1008 0.1107 2.6582 0.1 0.0 0.0
H -1.5426 0.6594 1.0777 0.2 -0.1 0.0
H -4.3174 -0.4452 1.6869 -0.1 0.1 0.0
H -3.7725 0.1118 0.1065 -0.1 0.0 0.0
H -2.5940 -2.2336 1.6625 0.0 -0.1 0.1
H -3.7299 -2.3407 0.3241 0.0 -0.1 0.1
H -1.7675 -0.8374 -0.8528 0.0 0.1 -0.1
H -1.8557 -2.5891 -0.9557 0.0 0.1 -0.1
H -0.3567 -1.2612 1.3196 0.0 0.0 0.1
H -0.2108 -2.9109 0.7269 0.0 0.0 0.1
H 1.7057 -1.4507 0.1248 0.1 0.1 0.0
H 0.6273 -0.3938 -0.7818 0.0 0.1 0.0
H 1.1312 -3.3367 -1.4089 0.0 -0.1 0.0
H 0.0665 -2.2602 -2.3135 -0.1 -0.1 0.0
H 2.0490 -0.7771 -2.7822 0.0 0.1 -0.1
H 2.0971 -2.3666 -3.5451 0.0 0.1 -0.1
H 3.5692 -3.1936 -1.7130 0.0 0.0 0.1
H 3.6160 -1.5706 -1.0244 0.0 0.0 0.1
H 5.6031 -2.1703 -2.4359 0.0 -0.1 -0.1
H 4.5448 -2.2569 -3.8432 0.0 -0.1 0.0
H 5.7353 -0.0635 -3.6699 0.1 0.1 -0.1
H 3.9897 0.1510 -3.5908 -0.1 0.1 0.0
H 4.9547 0.2311 -2.1156 0.0 0.1 0.1
```
Forces are in eV/Å.

- Energy relative to the best compared isomer or geometry (same formula, charge and spin): 0.100 eV
- Energy: -19068.4083 eV
- E_HOMO: -10.3798 eV
- SMILES string: CCCCCCCCCCCCCC(=O)O

No. 5
Density functional theory data (ωB97M-V with the def2-TZVPD basis set) for 3 unconnected molecules or ions with the total composition C4H13NO2 in a non-equilibrium geometry.

XYZ file:
```
20
Properties=species:S:1:pos:R:3:forces:R:3
C -1.1413 0.6048 -1.6512 -1.1 -0.2 0.0
N -0.3845 0.5267 -0.4020 -2.0 0.2 1.6
C -1.0729 1.3987 0.6367 -0.3 0.1 -0.4
C 0.5241 0.4066 2.3399 -0.1 0.4 -1.7
C -0.4302 1.2716 2.0065 0.5 0.7 0.0
H -1.1533 1.6711 -1.9524 -0.4 -0.7 -0.1
H -0.6377 0.0295 -2.4206 0.3 0.0 -0.2
H -2.1902 0.1049 -1.5856 1.3 1.3 -0.1
H -0.7483 -0.3327 0.0146 1.1 -0.7 -0.4
H -2.1575 1.1222 0.6950 0.5 0.2 -0.1
H -1.0794 2.4826 0.3285 0.3 -1.0 0.3
H 1.3143 0.5868 3.0593 -0.7 -0.4 0.6
H 0.6678 -0.3256 1.5544 0.7 -0.3 0.4
H -0.6609 2.0825 2.6793 -0.1 0.3 0.1
H 1.6937 -0.7687 -2.1634 0.1 -0.1 0.3
H 3.1672 -1.0852 -1.9299 0.0 0.0 0.1
O 2.2825 -1.3326 -1.6415 -0.1 0.1 -0.3
H 0.4857 -3.4962 -0.1409 -0.4 -0.1 0.3
H 1.1274 -2.2028 0.1113 -0.3 0.2 0.3
O 0.3935 -2.7442 0.4618 0.7 0.0 -0.8
```
Forces are in eV/Å.

- Energy relative to the best compared isomer or geometry (same formula, charge and spin): 1.993 eV
- Energy: -9942.2034 eV
- E_HOMO: -9.3333 eV
- SMILES string: C=CCNC.O.O

no.,lowest unoccupied orbital energy (eV),gap between HOMO and LUMO (eV)
1,-3.161,5.745
2,-1.109,8.687
3,-5.176,5.953
4,0.700,11.080
5,0.638,9.971